A 10-piece molecular cluster, C32H90N6O14 overall, computed with wB97M-V/def2-TZVPD.

## Properties
energy above the lowest of the compared OMol25 structures with the same formula, charge and spin = 152.0 kJ/mol
SMILES string = COC[C@H](C)N.COC[C@H](C)N.COC[C@H](C)N.COC[C@H](C)N.COC[C@H](C)N.COC[C@H](C)N.OCCO.OCCO.OCCO.OCCO
highest occupied orbital energy = -8.992 eV
spin multiplicity = 1
F_max = 4.01 eV Å⁻¹
HOMO-LUMO gap = 9.50 eV

Last column: Mulliken charge in e.
Positions of all 142 atoms, in Å:
C  2.22  0.11  20.45  -0.93
O  1.77  -1.21  20.61  -0.09
C  1.01  -1.60  19.45  -0.83
C  0.66  -3.03  19.62  0.02
C  -0.09  -3.36  20.91  -1.29
N  1.82  -3.95  19.57  -0.26
H  2.87  0.44  21.27  0.25
H  1.31  0.81  20.36  0.28
H  2.80  0.18  19.50  0.39
H  0.12  -0.97  19.31  0.46
H  1.67  -1.50  18.55  0.35
H  0.02  -3.34  18.83  0.55
H  -0.59  -4.28  20.70  0.38
H  -0.89  -2.54  21.07  0.33
H  0.53  -3.28  21.81  0.21
H  2.21  -3.82  18.59  0.32
H  2.51  -3.46  20.14  -0.22
C  11.60  2.55  24.72  -0.95
O  10.66  1.55  24.86  -0.10
C  9.78  1.66  25.90  -1.14
C  8.90  0.43  26.02  1.39
C  7.78  0.36  24.93  -1.79
N  8.22  0.53  27.33  -0.79
H  11.12  3.51  24.82  0.43
H  12.11  2.48  23.76  0.22
H  12.40  2.46  25.50  0.30
H  10.34  1.84  26.83  0.37
H  9.13  2.52  25.75  0.32
H  9.39  -0.49  25.87  0.10
H  7.54  -0.67  24.75  0.16
H  8.11  0.71  23.98  0.45
H  6.95  1.03  25.24  0.52
H  7.22  0.21  27.20  0.24
H  8.66  -0.17  27.94  0.24
C  11.39  -6.27  22.90  -0.83
O  9.98  -6.31  23.17  -0.46
C  9.33  -5.03  23.18  -0.18
C  9.59  -4.33  24.50  0.96
C  9.37  -5.27  25.65  -1.07
N  8.91  -3.05  24.56  0.07
H  11.60  -7.27  22.46  0.30
H  11.99  -6.08  23.84  0.23
H  11.58  -5.45  22.19  0.25
H  9.65  -4.49  22.28  0.35
H  8.27  -5.15  22.95  -0.18
H  10.64  -4.03  24.44  -0.25
H  9.66  -4.92  26.66  0.31
H  9.95  -6.16  25.54  0.35
H  8.31  -5.45  25.83  -0.15
H  8.00  -3.17  24.18  -0.25
H  9.38  -2.33  24.00  0.37
C  8.68  -1.38  30.93  -0.92
O  7.81  -2.01  29.96  -0.23
C  6.44  -1.71  30.17  -0.86
C  5.70  -2.67  29.20  0.93
C  4.16  -2.45  29.37  -1.33
N  6.03  -4.09  29.29  -0.74
H  9.61  -1.47  30.44  0.27
H  8.61  -1.98  31.84  0.33
H  8.34  -0.36  31.01  0.36
H  6.08  -1.99  31.22  0.32
H  6.36  -0.62  29.99  0.42
H  6.07  -2.45  28.19  -0.10
H  3.51  -2.60  28.48  0.23
H  4.02  -1.44  29.72  0.40
H  3.92  -3.13  30.21  0.38
H  7.05  -3.94  29.34  0.24
H  5.77  -4.60  30.16  0.28
C  3.98  -2.78  24.52  -0.76
O  5.06  -2.98  23.67  -0.13
C  4.68  -3.32  22.30  0.31
C  5.91  -3.14  21.35  1.95
C  6.05  -1.73  20.90  -1.42
N  5.85  -4.04  20.20  -0.66
H  3.28  -3.59  24.52  0.37
H  3.44  -1.86  24.26  0.31
H  4.27  -2.60  25.56  0.00
H  4.26  -4.35  22.26  -0.08
H  3.86  -2.71  21.97  -0.10
H  6.74  -3.47  21.94  -1.13
H  5.88  -1.03  21.65  0.37
H  5.36  -1.48  20.11  0.39
H  7.09  -1.49  20.57  0.09
H  5.19  -3.71  19.47  0.31
H  5.42  -4.97  20.47  0.02
C  13.21  -1.85  21.78  -0.69
O  12.37  -1.92  22.92  0.04
C  12.65  -0.92  23.89  0.09
C  13.92  -1.16  24.70  0.43
C  14.04  -2.48  25.39  -1.45
N  13.98  -0.04  25.66  -0.48
H  12.69  -2.29  20.92  0.01
H  14.23  -2.32  21.96  0.27
H  13.39  -0.80  21.48  0.34
H  12.69  0.12  23.48  0.05
H  11.78  -0.90  24.51  -0.32
H  14.82  -1.06  24.09  0.28
H  13.28  -2.71  26.15  0.30
H  15.01  -2.60  25.80  0.42
H  13.88  -3.25  24.66  0.29
H  13.39  -0.13  26.45  0.20
H  14.92  0.16  25.98  0.23
O  1.81  -7.00  19.44  -0.55
C  3.17  -7.50  19.50  -0.64
C  3.47  -7.64  21.01  -0.37
O  3.71  -6.33  21.57  -0.26
H  1.85  -6.07  19.47  0.45
H  3.18  -8.45  19.10  0.44
H  3.94  -6.89  19.00  0.21
H  4.34  -8.28  21.16  0.35
H  2.69  -8.06  21.58  0.39
H  4.07  -6.39  22.53  0.29
O  10.08  -2.06  19.31  -0.56
C  10.35  -3.23  18.72  -0.22
C  9.07  -4.03  18.41  -0.57
O  8.51  -4.48  19.58  -0.29
H  9.30  -2.16  19.92  0.29
H  11.04  -3.05  17.86  0.45
H  11.00  -3.90  19.29  0.12
H  9.38  -4.77  17.72  0.26
H  8.23  -3.44  17.98  0.34
H  7.54  -4.21  19.65  0.42
O  4.44  -5.96  24.17  -0.35
C  4.33  -6.58  25.45  -0.76
C  5.58  -6.41  26.26  -0.15
O  5.84  -5.00  26.48  -0.02
H  4.90  -5.09  24.41  -0.09
H  3.51  -6.09  26.04  0.18
H  4.22  -7.59  25.20  0.53
H  6.42  -6.82  25.65  -0.05
H  5.46  -6.92  27.24  0.47
H  5.96  -4.85  27.42  0.01
O  8.73  -8.64  22.51  -0.55
C  8.18  -9.16  23.64  0.05
C  8.50  -10.62  23.79  -0.56
O  8.08  -11.47  22.75  -0.54
H  9.13  -7.81  22.71  0.46
H  8.58  -8.72  24.53  0.20
H  7.15  -8.87  23.69  0.14
H  8.11  -11.04  24.69  0.36
H  9.62  -10.77  23.94  0.23
H  8.21  -11.02  21.95  0.33

=====

A 6-piece molecular cluster, C20H38BrF3NO16S overall, computed with wB97M-V/def2-TZVPD.

## Properties
highest occupied orbital energy = -12.157 eV
spin multiplicity = 1
F_max = 1.15 eV Å⁻¹
HOMO-LUMO gap = 6.53 eV
charge = +1

Last column: Mulliken charge in e.
Positions of all 80 atoms, in Å:
N  1.29  1.45  -3.01  -0.54
C  0.17  1.93  -2.67  0.01
C  -0.39  3.15  -3.43  -0.72
S  -2.00  3.59  -2.70  0.47
Br  -1.90  5.62  -1.96  -0.01
C  -3.15  3.57  -4.13  -1.00
C  -3.69  2.15  -4.27  -0.19
O  -2.71  1.21  -4.65  -0.48
C  -4.34  1.62  -2.97  0.77
F  -5.36  0.79  -3.28  -0.26
F  -3.45  0.91  -2.24  -0.18
F  -4.82  2.65  -2.21  -0.27
H  1.71  1.96  -3.78  0.24
H  -0.40  1.51  -1.85  0.33
H  -0.56  2.84  -4.46  0.32
H  0.29  4.00  -3.40  0.68
H  -2.55  3.84  -5.00  0.48
H  -3.92  4.33  -4.01  0.61
H  -4.48  2.17  -5.03  0.36
H  -2.24  1.51  -5.43  0.35
C  3.90  1.37  1.84  -0.77
O  2.66  0.78  2.27  -0.15
C  1.58  1.42  1.88  0.69
O  1.55  2.42  1.22  -0.59
O  0.51  0.76  2.34  -0.29
C  -0.74  1.33  1.97  -0.34
H  4.69  0.74  2.22  0.22
H  3.95  1.38  0.75  0.34
H  4.01  2.37  2.24  0.33
H  -0.84  1.33  0.88  -0.03
H  -0.83  2.34  2.36  0.30
H  -1.52  0.71  2.40  0.24
C  7.60  -1.32  6.95  -0.63
O  6.25  -0.84  6.98  -0.34
C  5.56  -1.08  5.87  0.80
O  5.99  -1.64  4.90  -0.57
O  4.34  -0.59  6.05  -0.33
C  3.43  -0.76  4.97  -0.09
H  8.04  -1.05  7.91  0.22
H  7.62  -2.40  6.83  0.30
H  8.16  -0.83  6.16  0.29
H  3.26  -1.82  4.77  0.29
H  3.81  -0.26  4.09  -0.11
H  2.49  -0.30  5.27  0.21
C  1.68  -6.22  0.86  -0.64
O  2.49  -5.73  1.93  -0.33
C  3.40  -4.83  1.56  0.83
O  3.57  -4.45  0.42  -0.54
O  4.08  -4.49  2.65  -0.36
C  5.15  -3.54  2.52  -0.43
H  0.99  -6.93  1.30  0.25
H  1.11  -5.41  0.41  0.27
H  2.28  -6.72  0.11  0.30
H  4.77  -2.58  2.17  0.15
H  5.92  -3.91  1.85  0.38
H  5.57  -3.40  3.51  0.16
C  2.16  -4.42  -2.63  -0.35
O  0.86  -4.81  -3.11  -0.27
C  0.55  -4.44  -4.34  0.78
O  1.24  -3.82  -5.10  -0.55
O  -0.68  -4.90  -4.60  -0.32
C  -1.17  -4.60  -5.91  -0.59
H  2.26  -4.80  -1.62  -0.08
H  2.95  -4.85  -3.25  0.32
H  2.26  -3.33  -2.61  0.30
H  -0.53  -5.05  -6.67  0.30
H  -1.23  -3.52  -6.06  0.24
H  -2.16  -5.04  -5.97  0.22
C  -6.55  2.66  0.59  -0.42
O  -6.65  3.88  1.32  -0.32
C  -7.53  4.75  0.83  0.78
O  -8.20  4.57  -0.16  -0.53
O  -7.54  5.83  1.60  -0.32
C  -8.46  6.85  1.19  -0.63
H  -5.80  2.06  1.09  0.24
H  -7.50  2.13  0.59  0.33
H  -6.24  2.86  -0.43  0.08
H  -9.48  6.47  1.20  0.30
H  -8.20  7.21  0.19  0.29
H  -8.36  7.66  1.90  0.22

=====

An isolated ion of composition C4H3S2 and charge -1, computed with wB97M-V/def2-TZVPD.

## Properties
energy above the lowest of the compared OMol25 structures with the same formula, charge and spin = 69.4 kJ/mol
SMILES string = CC#CC(=S)[S-]
highest occupied orbital energy = -3.345 eV
spin multiplicity = 1
F_max = 2.83 eV Å⁻¹
HOMO-LUMO gap = 6.95 eV
charge = -1

Last column: Mulliken charge in e.
Positions of all 9 atoms, in Å:
C  -1.33  1.00  0.68  -1.13
C  -0.33  0.08  0.16  0.75
C  0.57  -0.47  -0.36  -0.25
C  1.60  -1.26  -0.91  -0.27
S  1.09  -2.41  -2.03  -0.44
S  3.09  -0.89  -0.35  -0.45
H  -1.19  0.99  1.80  0.27
H  -2.47  0.91  0.55  0.26
H  -1.03  2.04  0.45  0.26

=====

A single C5H7N molecule, computed with wB97M-V/def2-TZVPD.

## Properties
energy above the lowest of the compared OMol25 structures with the same formula, charge and spin = 342.5 kJ/mol
SMILES string = C#C[C@@H](C)N=C
highest occupied orbital energy = -9.576 eV
spin multiplicity = 1
F_max = 1.09 eV Å⁻¹
HOMO-LUMO gap = 10.66 eV

Last column: Mulliken charge in e.
Positions of all 13 atoms, in Å:
C  2.50  -0.91  -0.15  0.20
C  1.36  -0.57  -0.35  -0.68
C  0.00  -0.01  -0.70  0.17
C  -1.46  -0.65  -0.47  -1.08
N  -0.40  1.19  0.00  -0.39
C  -0.08  1.39  1.20  -0.34
H  3.50  -1.28  0.05  0.40
H  0.03  0.13  -1.78  0.21
H  -1.54  -1.63  -0.92  0.36
H  -2.18  0.03  -0.95  0.33
H  -1.79  -0.69  0.58  0.30
H  -0.73  2.07  1.76  0.27
H  0.77  0.93  1.72  0.25